A single C4H5N molecule at a distorted geometry. Source: OMol25; level of theory: ωB97M-V/def2-TZVPD.

Positions of all 10 atoms, in Å:
N  -1.00991  0.01805  2.56659
C  -0.15352  0.59336  0.19986
C  -0.40746  -0.31784  -0.91341
C  -0.70551  0.36320  1.48402
C  0.92927  -0.29620  -0.27915
H  1.79547  0.20242  -0.67499
H  -0.49808  0.16431  -1.84077
H  1.20310  -1.23284  0.26460
H  -0.13550  1.66990  -0.09697
H  -1.01785  -1.16437  -0.70977

Values from the calculation:
- charge = 0
- energy relative to the best compared isomer or geometry (same formula, charge and spin) (eV) = 1.1994
- LUMO level (eV) = 0.96
- E_HOMO (eV) = -10.7
- frontier orbital gap (eV) = 11.705
- spin multiplicity = 1
- electronic energy (eV) = -5717.6472

Computed natural (NBO) charges, given in elementary charges: atom 1 (N): -0.33, atom 2 (C): -0.36, atom 3 (C): -0.38, atom 4 (C): 0.29, atom 5 (C): -0.39, atom 6 (H): 0.23, atom 7 (H): 0.22, atom 8 (H): 0.23, atom 9 (H): 0.25, atom 10 (H): 0.23